(1)
ORCA calculation (ωB97M-V/def2-TZVPD) on the ion C25H38FN4O2 with charge +1 at a distorted geometry.

Geometry as XYZ:
```
70
Properties=species:S:1:pos:R:3:forces:R:3:mulliken_charge:R:1
C 0.50429 -5.09885 4.02265 0.14 0.20 -0.02 -1.65
C 1.54147 -4.22225 3.33183 -0.05 -0.27 -0.09 0.75
C 2.25242 -4.98603 2.21844 0.06 0.29 0.07 -0.81
C 3.30038 -4.15663 1.47193 -0.14 -0.52 -0.07 -1.10
N 2.75484 -2.93091 0.90301 0.09 -0.12 0.01 0.37
C 3.43938 -1.67857 1.15506 -0.12 0.49 0.16 -1.23
C 3.14637 -1.02440 2.51429 0.25 -0.26 0.03 -0.41
C 4.10905 -1.42435 3.62975 -0.17 0.23 0.01 -0.26
C 3.78251 -0.68816 4.92331 0.15 -0.18 -0.13 -1.51
C 1.81916 -3.06699 -0.05415 -0.03 0.39 -0.17 0.36
O 1.47018 -4.13990 -0.51607 -0.05 -0.33 -0.16 -0.67
C 1.15544 -1.81214 -0.55706 -0.12 -0.09 0.08 -0.92
C 1.10330 -1.60110 -1.89159 0.04 -0.09 0.37 0.12
N 0.42110 -0.59199 -2.49764 0.09 -0.37 0.02 0.14
C 0.50542 -0.47910 -3.94197 0.26 0.26 -0.43 -1.02
C 1.60869 0.48603 -4.36906 -0.21 -0.14 0.01 -1.04
C -0.26004 0.31431 -1.72706 -0.35 0.26 0.57 0.29
C -0.92935 1.41526 -2.27861 -0.01 -0.07 0.03 -1.12
C -1.63319 2.31953 -1.49663 0.26 -0.24 0.13 -0.51
N -2.26163 3.40531 -2.13197 -0.05 0.11 0.00 0.15
C -3.24311 3.16480 -3.15257 -0.27 -0.05 0.12 -0.80
C -4.66783 3.27824 -2.58128 0.39 -0.73 -0.59 -0.76
N -4.86336 4.62892 -1.99904 0.00 0.25 -0.22 -0.03
C -6.24094 4.83524 -1.52320 -0.79 0.16 0.23 -0.86
C -3.86682 4.85796 -0.92240 0.89 0.18 0.50 -0.61
C -2.44722 4.67353 -1.48226 -0.10 0.07 0.16 -1.04
C -1.64791 2.10907 -0.11255 0.09 -0.22 0.02 0.60
F -2.35559 2.95462 0.68966 0.03 -0.03 -0.09 -0.35
C -0.99012 1.05284 0.45981 -0.11 0.21 -0.17 -0.84
C -0.29291 0.14162 -0.32798 -0.09 0.24 -0.16 0.46
C 0.38059 -0.98321 0.35047 0.11 -0.03 -0.34 1.39
O 0.26008 -1.17452 1.54931 -0.09 0.01 0.01 -0.78
H -0.24355 -5.43570 3.30843 -0.11 -0.07 -0.05 0.38
H 0.00088 -4.54551 4.81198 -0.10 -0.02 0.10 0.42
H 0.97468 -5.97537 4.46370 -0.01 -0.12 0.07 0.36
H 2.26982 -3.88072 4.07065 0.04 0.12 0.02 -0.01
H 1.04607 -3.34614 2.91032 0.06 0.10 0.03 -0.09
H 2.75801 -5.85983 2.63548 0.01 -0.07 -0.01 0.47
H 1.51321 -5.33861 1.49892 0.05 -0.09 0.04 0.39
H 4.11355 -3.87930 2.14125 0.00 0.02 -0.05 0.51
H 3.70670 -4.76927 0.65764 0.07 0.08 0.10 0.33
H 4.51758 -1.85615 1.06119 -0.05 0.04 -0.09 0.60
H 3.15128 -0.98559 0.35931 0.16 -0.10 0.08 0.43
H 2.12288 -1.25866 2.80414 0.02 0.08 -0.03 0.13
H 3.20934 0.05902 2.38477 -0.04 0.07 0.02 0.66
H 4.05079 -2.49720 3.81190 0.08 -0.06 -0.03 0.12
H 5.13337 -1.19043 3.32711 0.05 -0.09 -0.02 0.35
H 4.46937 -0.98002 5.71386 0.02 0.03 0.14 0.41
H 2.76950 -0.91983 5.24383 -0.12 0.01 0.09 0.31
H 3.85932 0.38788 4.78224 -0.01 0.13 0.03 0.36
H 1.62779 -2.27463 -2.55451 -0.04 -0.05 -0.09 0.49
H 0.71639 -1.47254 -4.34247 -0.14 0.07 0.08 0.46
H -0.46262 -0.16567 -4.33904 0.04 -0.12 0.04 0.43
H 1.64630 0.54786 -5.45285 0.04 0.05 -0.12 0.39
H 2.57255 0.13390 -4.01058 0.10 -0.01 0.02 0.33
H 1.43753 1.48138 -3.96626 0.01 0.11 0.02 0.31
H -0.89512 1.60195 -3.33865 0.08 0.05 -0.14 0.60
H -3.11083 2.16651 -3.56787 -0.08 0.10 -0.04 0.49
H -3.11734 3.89525 -3.96318 -0.04 -0.06 -0.05 0.32
H -5.40939 3.10931 -3.36350 -0.07 0.15 0.10 0.50
H -4.81024 2.54120 -1.78788 -0.06 0.15 0.03 0.34
H -4.66965 5.31066 -2.74369 -0.08 -0.10 0.12 0.36
H -6.35577 5.84268 -1.12728 0.14 0.00 -0.03 0.35
H -6.94903 4.69319 -2.33775 0.13 -0.04 -0.06 0.36
H -6.46577 4.12138 -0.73242 0.15 -0.03 -0.05 0.38
H -4.05781 4.14374 -0.12074 -0.11 0.01 -0.16 0.48
H -3.98338 5.86786 -0.52764 -0.17 0.00 -0.12 0.39
H -1.72592 4.78801 -0.67452 -0.11 0.09 -0.06 0.51
H -2.25054 5.46450 -2.21970 -0.01 0.05 0.06 0.38
H -1.01459 0.89672 1.52738 -0.01 -0.03 0.13 0.63
```
Forces are in eV/Å.

As for the HOMO-LUMO gap: 7.47 eV. For the total energy, the calculation gives -1444.586788 a.u. As for the total charge: +1. The calculation puts the HOMO energy at -10.38 eV. For the energy above the lowest of the compared OMol25 structures with the same formula, charge and spin, the calculation gives 2.7 kcal/mol.

***

(2)
ORCA calculation (ωB97M-V/def2-TZVPD) on a cluster of 2 separate species, C25H38N3 in total at a distorted geometry.

Geometry as XYZ:
```
66
Properties=species:S:1:pos:R:3:forces:R:3:mulliken_charge:R:1
C 4.77122 0.14273 2.89882 0.54 0.02 0.10 -0.99
C 3.27815 -0.04577 2.72519 -0.88 -0.04 -0.31 -0.73
N 2.66693 0.19121 1.39677 0.24 0.77 0.86 0.65
C 2.45620 1.62340 1.10154 -0.32 -0.69 0.21 -0.78
C 3.69227 2.45009 0.79359 0.14 0.20 -0.06 -1.14
C 3.12452 -0.55815 0.24804 -0.36 0.27 -0.65 1.10
C 4.11654 -1.67978 0.46131 0.35 -0.07 -0.27 -1.75
H 5.03066 -0.07681 3.93941 0.00 0.01 -0.09 0.41
H 5.35602 -0.52946 2.26526 -0.10 0.22 0.26 0.23
H 5.08580 1.16794 2.69554 0.02 -0.27 0.10 0.19
H 2.99925 -1.06621 3.03237 0.08 0.28 0.06 0.36
H 2.75539 0.65963 3.39322 0.11 -0.41 -0.07 0.38
H 1.76735 1.65600 0.24390 0.06 0.16 0.17 0.29
H 1.93792 2.03863 1.97834 0.01 0.01 -0.32 0.44
H 3.37857 3.47701 0.59252 0.10 -0.03 -0.07 0.43
H 4.38711 2.47412 1.63606 -0.19 0.12 -0.26 0.22
H 4.22443 2.07723 -0.08938 -0.04 0.11 0.17 0.26
H 2.21844 -0.96730 -0.20823 0.30 -0.15 -0.18 -1.03
H 3.50668 0.14628 -0.50933 0.13 -0.31 0.13 0.31
H 4.06106 -2.35328 -0.40152 0.06 0.03 0.19 0.49
H 5.13507 -1.27586 0.49195 -0.22 -0.35 0.08 0.33
H 3.91392 -2.26203 1.36677 0.09 0.09 -0.20 0.33
C -2.62831 -1.01604 -7.50560 0.02 -0.07 0.28 -0.94
N -1.69963 -0.10112 -6.87111 0.48 -0.21 -0.68 0.19
C -1.62134 1.20713 -7.49351 -0.09 0.08 0.46 -0.96
C -1.24562 -0.32401 -5.56354 0.11 -0.07 0.47 -0.07
C -0.04874 -1.05270 -5.34333 -0.51 0.34 -0.14 -0.37
C 0.41675 -1.25232 -4.05980 -0.13 -0.11 0.57 -0.79
C -0.29569 -0.75985 -2.92702 -0.33 0.19 -0.78 0.45
C 0.18900 -1.00051 -1.60203 -0.18 0.05 0.60 -0.04
C -0.32819 -0.41052 -0.44884 0.32 0.30 -0.32 -0.09
C -0.01950 -0.81747 0.85352 -0.41 -0.50 -0.19 0.13
C -0.85142 -0.51000 1.98010 -0.24 0.47 0.68 0.67
C -0.83035 -1.34323 3.13411 0.22 0.05 -0.54 -0.62
C -1.71657 -1.14907 4.17476 -0.40 0.57 0.08 -0.45
C -2.62979 -0.06409 4.14038 0.40 0.05 -0.42 -0.09
N -3.43627 0.20737 5.25726 -0.09 -0.63 0.62 0.21
C -3.03136 1.21655 6.21820 0.17 0.01 -0.30 -0.97
C -4.85683 -0.08801 5.26390 0.15 0.06 -0.36 -0.94
C -2.66108 0.77331 3.00240 0.27 -0.22 0.15 -0.60
C -1.76869 0.57567 1.96178 -0.10 -0.40 -0.03 -0.59
C -1.51289 -0.05885 -3.16447 0.40 -0.03 0.00 -0.80
C -1.96813 0.16324 -4.45181 0.32 -0.06 -0.06 -0.37
H -2.53637 -2.00790 -7.04849 -0.08 0.16 -0.19 0.30
H -3.67056 -0.67042 -7.40478 0.09 -0.15 -0.03 0.31
H -2.38925 -1.08048 -8.57442 -0.09 -0.11 0.18 0.33
H -0.79055 1.77262 -7.05638 -0.18 -0.05 -0.17 0.29
H -1.44386 1.07623 -8.56906 0.02 0.08 0.23 0.33
H -2.55302 1.78079 -7.36679 0.13 0.07 -0.06 0.32
H 0.49600 -1.42217 -6.21398 -0.16 0.11 0.30 0.45
H 1.34941 -1.79613 -3.90032 -0.22 0.13 -0.02 0.38
H 0.98755 -1.74399 -1.50503 -0.30 0.20 0.00 0.52
H -1.05688 0.39624 -0.57499 0.18 -0.48 0.06 0.00
H 0.73974 -1.58336 1.00509 -0.15 0.12 -0.07 0.42
H -0.11673 -2.16814 3.17355 -0.18 0.19 -0.02 0.37
H -1.72882 -1.80581 5.04722 0.07 0.26 -0.28 0.45
H -1.94313 1.34163 6.18407 -0.24 0.02 0.10 0.30
H -3.51113 2.18633 6.01306 0.12 -0.01 0.07 0.33
H -3.32767 0.89104 7.22176 0.11 0.11 -0.09 0.34
H -5.06424 -0.90579 4.56427 -0.06 0.16 0.21 0.29
H -5.14876 -0.39289 6.27691 -0.02 0.00 -0.23 0.32
H -5.45736 0.79094 4.98194 -0.07 -0.14 0.00 0.32
H -3.38349 1.59037 2.97364 0.28 -0.17 0.02 0.43
H -1.77530 1.25891 1.11601 -0.05 -0.10 0.18 0.41
H -2.10079 0.29504 -2.32073 0.06 -0.08 -0.21 0.39
H -2.89361 0.71183 -4.63004 0.23 -0.18 0.08 0.41
```
Forces are in eV/Å.

As for the HOMO-LUMO gap: 5.56 eV. For the total energy, the calculation gives -1139.338025 a.u. As for the total charge: +1. The calculation puts the HOMO energy at -10.71 eV. For the energy above the lowest of the compared OMol25 structures with the same formula, charge and spin, the calculation gives 5.9 kcal/mol.

***

(3)
ORCA calculation (ωB97M-V/def2-TZVPD) on a structure of composition C25H39BN5O2S2Ti at a distorted geometry.

Geometry as XYZ:
```
75
Properties=species:S:1:pos:R:3:forces:R:3:mulliken_charge:R:1
Ti -1.41986 -0.18046 0.43154 -2.05 0.30 0.99 -0.61
N -0.56098 -1.04521 2.31701 0.04 -0.33 0.10 -0.49
C 0.60346 -0.45556 3.03012 0.43 0.49 0.43 -0.67
C 0.61228 1.07106 2.93066 0.16 -0.30 -0.04 -0.59
C 1.20186 1.59071 1.60209 -0.29 0.26 0.02 0.21
C 0.28876 2.53006 0.80315 0.50 0.31 0.21 -0.92
N -0.48443 1.77202 -0.20411 0.23 0.02 -0.29 -0.24
H -1.30442 -1.21501 3.00519 0.28 0.00 -0.30 0.38
H -0.27022 -1.97941 2.00416 -0.20 0.20 0.05 0.34
H 1.52501 -0.84460 2.58863 -0.22 -0.06 0.03 0.11
H 0.59180 -0.75905 4.08369 -0.08 -0.05 -0.24 0.52
H 1.20822 1.45680 3.75982 -0.12 0.02 -0.02 0.46
H -0.40665 1.44257 3.07931 0.05 0.08 0.07 0.07
H 1.46682 0.75031 0.95303 0.17 -0.02 -0.02 -0.33
H 2.13170 2.11726 1.81651 0.01 -0.09 -0.07 0.56
H 0.90315 3.28857 0.30236 -0.21 -0.07 0.08 0.51
H -0.40992 3.05179 1.46723 0.09 -0.05 -0.11 0.29
H -1.12132 2.41785 -0.68386 0.18 -0.38 0.17 0.31
H 0.17436 1.46185 -0.93190 -0.31 0.04 0.14 0.24
C -4.05328 0.10221 -4.50792 0.26 -0.54 -0.56 -0.79
N -4.33225 0.91467 -3.35508 0.33 0.16 1.15 0.22
C -5.32595 1.84533 -3.23573 -0.39 0.67 0.53 -0.71
C -5.26183 2.37106 -1.99489 -0.55 0.19 -0.57 -0.44
N -4.21279 1.75244 -1.32438 0.12 -0.32 -0.70 0.38
C -3.65328 0.85047 -2.18947 0.47 -0.40 0.24 0.14
S -2.32851 -0.16923 -1.94555 0.44 -0.30 -0.31 -0.27
C -3.82493 2.05079 -0.01295 0.46 -0.46 0.79 0.49
C -4.20391 3.28409 0.52785 0.04 -0.14 -0.02 -1.00
C -3.94890 3.56234 1.85499 0.18 -0.66 -0.10 -0.85
C -3.32944 2.57247 2.62338 -0.08 0.19 0.00 -1.14
C -2.94707 1.40295 2.01004 -0.36 0.06 -0.29 -0.11
N -3.13515 1.12238 0.69651 -1.26 1.57 0.12 0.94
H -4.73647 0.37242 -5.30913 0.03 0.05 0.06 0.33
H -4.18418 -0.95265 -4.26464 -0.03 0.05 0.01 0.33
H -3.02227 0.24763 -4.83075 -0.07 0.05 -0.01 0.35
H -6.00582 2.07049 -4.03474 -0.08 -0.01 -0.08 0.46
H -5.90685 3.08876 -1.53369 -0.09 0.10 0.06 0.53
H -4.68352 4.01520 -0.09996 -0.05 0.09 -0.04 0.54
H -4.24444 4.50282 2.29039 0.00 0.13 0.03 0.48
H -3.14771 2.72516 3.67597 0.02 -0.06 0.07 0.50
H -2.50427 0.60257 2.60168 0.12 0.13 -0.11 0.65
C 6.27187 -0.88523 1.13324 0.01 -0.08 -0.20 -1.60
C 6.12314 -1.56103 -0.24100 0.23 -0.05 0.09 2.11
C 6.38197 -3.06702 -0.10007 0.00 0.21 -0.05 -1.60
C 7.17405 -0.96168 -1.17663 -0.19 -0.10 0.14 -2.16
C 4.70680 -1.34110 -0.74491 0.03 0.10 -0.11 0.35
C 4.42842 -0.65555 -1.93042 0.12 -0.05 0.12 -0.27
C 3.13802 -0.36927 -2.34958 -0.53 -0.02 0.06 -1.87
C 2.11005 -0.79969 -1.53839 0.74 -0.39 0.61 1.00
O 0.76139 -0.55436 -1.60337 -0.33 -0.04 -0.52 -0.50
B 0.17754 -1.15723 -0.49092 1.57 -0.43 -1.04 1.11
O 1.18003 -1.77302 0.25943 -0.39 -0.42 0.35 -0.43
C 2.36938 -1.53034 -0.37892 0.49 0.53 -0.81 0.01
C 3.65052 -1.80719 0.03711 -0.41 -0.02 0.00 -0.91
H 7.29934 -0.98532 1.47512 0.09 0.00 0.08 0.46
H 5.62460 -1.34146 1.87834 -0.07 -0.03 0.11 0.33
H 6.03457 0.17566 1.06694 -0.01 0.09 0.02 0.35
H 7.37906 -3.23180 0.29892 0.13 -0.07 0.04 0.46
H 6.30869 -3.55677 -1.06790 0.01 -0.10 -0.10 0.38
H 5.66775 -3.53317 0.57292 -0.06 -0.10 0.09 0.31
H 8.16469 -1.14734 -0.76990 0.10 -0.02 0.02 0.43
H 7.04685 0.11536 -1.26547 0.04 0.11 -0.08 0.45
H 7.12709 -1.41442 -2.16379 0.04 -0.01 -0.14 0.45
H 5.23906 -0.30529 -2.54674 0.10 0.01 -0.03 0.54
H 2.94391 0.17667 -3.25874 0.01 0.08 -0.11 0.51
H 3.81577 -2.35134 0.95115 0.07 -0.10 0.16 0.57
C -3.47035 -3.04979 -0.56794 -0.02 -0.01 0.22 -0.85
S -3.05842 -2.25648 1.00791 -0.27 0.18 -0.34 0.21
C -4.69517 -1.59538 1.45653 0.37 -0.17 -0.11 -0.87
H -3.91860 -2.32023 -1.23921 0.07 -0.07 0.01 0.15
H -4.15481 -3.87430 -0.38020 0.04 -0.02 0.04 0.47
H -2.53923 -3.42655 -0.98581 -0.04 0.01 -0.05 0.31
H -5.40164 -2.41875 1.51437 -0.01 -0.03 0.02 0.49
H -5.01658 -0.86811 0.71483 -0.04 0.02 0.02 0.11
H -4.60652 -1.13438 2.43660 -0.07 0.06 0.03 0.32
```
Forces are in eV/Å.

Its multiplicity is 2. As for the HOMO-LUMO gap (alpha / beta): 6.45 / 6.52 eV. For the total energy, the calculation gives -3070.626282 a.u. As for the total charge: +2. The calculation puts the HOMO energy (alpha / beta) at -12.81 / -12.86 eV. For the energy above the lowest of the compared OMol25 structures with the same formula, charge and spin, the calculation gives 11.1 kcal/mol.